Entry 1:
A molecular structure, C22H22Cl5N3O3PSZr. Source: the Open Molecules 2025 dataset; level of theory: wB97M-V/def2-TZVPD.

Geometry as XYZ:
```
58
Properties=species:S:1:pos:R:3:forces:R:3
Zr 0.252593 -0.175337 0.837892 0.325 0.204 -0.071
N -0.491073 3.983683 0.880463 -0.006 0.033 0.009
C -1.398248 3.797105 -0.166741 0.023 -0.142 -0.003
C -2.219964 4.685997 -0.845749 -0.016 0.057 0.003
C -2.993342 4.148097 -1.853928 0.016 0.011 0.022
C -2.942118 2.781568 -2.173921 0.003 -0.036 -0.012
C -2.122968 1.903821 -1.492076 -0.023 0.027 -0.032
C -1.348176 2.436515 -0.468093 -0.055 0.082 -0.045
N -0.429299 1.829964 0.406829 0.150 0.003 -0.017
C 0.057758 2.815778 1.182638 -0.051 0.092 -0.038
C 1.080365 2.518328 2.173313 -0.012 0.067 -0.021
C 1.733301 3.319189 3.051190 0.016 -0.019 0.038
S 2.846612 2.400517 3.964397 -0.028 -0.006 -0.020
C 2.393327 1.003829 3.138910 0.003 0.030 0.011
N 1.463298 1.185560 2.220276 0.006 -0.024 0.079
H -0.290012 4.867138 1.328630 -0.002 0.001 0.000
H -2.255859 5.739382 -0.603288 -0.001 -0.001 -0.003
H -3.653612 4.793359 -2.416470 0.003 0.007 0.003
H -3.562514 2.411448 -2.978643 0.001 0.001 0.002
H -2.094360 0.854808 -1.758891 0.009 -0.007 0.023
H 1.623341 4.380042 3.217062 -0.001 0.001 -0.003
H 2.829798 0.040120 3.358407 0.004 0.001 0.005
Cl -3.369402 0.122039 1.214833 -0.059 0.024 0.001
C -2.546309 -0.924081 2.310441 0.159 -0.054 -0.034
C -1.178088 -1.096203 2.108573 -0.313 -0.147 0.205
C -0.523425 -1.985110 2.938083 0.016 -0.026 0.017
Cl 1.190309 -2.158511 2.508239 0.000 -0.058 0.132
C -1.104015 -2.691829 3.966951 0.004 -0.004 -0.030
Cl -0.204469 -3.760558 4.934912 0.014 -0.009 0.009
C -2.483857 -2.479505 4.156882 -0.061 -0.018 0.108
Cl -3.277575 -3.299559 5.405244 0.025 0.004 -0.036
C -3.211358 -1.600422 3.325909 -0.046 0.047 -0.052
Cl -4.881002 -1.375325 3.555800 0.017 -0.018 0.016
C 1.405814 -2.649801 -4.624622 0.019 -0.027 -0.016
C 2.499938 -2.242291 -3.682997 -0.035 0.076 0.093
O 1.912591 -1.465667 -2.532249 -0.039 -0.045 0.012
P 1.668462 -2.128784 -1.139909 0.034 0.058 -0.093
O 2.165758 -0.864395 -0.093086 -0.040 0.202 -0.239
C 3.369344 -0.051626 -0.457362 -0.033 -0.096 0.148
C 2.967001 1.218214 -1.157521 0.065 -0.012 0.003
O 0.064509 -1.514791 -0.786136 -0.107 -0.340 -0.127
C -1.097593 -2.337105 -1.294952 0.067 0.075 0.002
C -1.258440 -3.610136 -0.512655 -0.017 -0.002 -0.016
H 1.856992 -3.126612 -5.495805 0.001 -0.002 0.005
H 0.840791 -1.786256 -4.972427 -0.008 0.000 0.007
H 0.733723 -3.378431 -4.168146 -0.012 0.007 -0.003
H 3.201506 -1.539505 -4.121579 0.015 -0.024 -0.018
H 3.042547 -3.088654 -3.262318 0.011 -0.015 -0.031
H 4.000134 -0.691483 -1.070657 0.016 0.026 -0.023
H 3.877178 0.126176 0.487366 0.009 -0.022 0.004
H 2.447382 1.016063 -2.092042 -0.013 0.002 0.003
H 3.869181 1.787704 -1.386605 -0.012 0.014 -0.002
H 2.342281 1.848782 -0.518804 0.000 0.006 0.001
H -0.881987 -2.501319 -2.349960 -0.027 0.020 -0.008
H -1.951351 -1.667745 -1.208960 -0.026 -0.025 0.014
H -0.385066 -4.256638 -0.597051 -0.002 -0.006 0.018
H -2.108485 -4.154836 -0.927135 0.000 0.005 -0.004
H -1.471865 -3.412710 0.537536 0.016 0.000 0.009
```
Positions in Å, forces in eV/Å.

The calculation puts the energy above the lowest of the compared OMol25 structures with the same formula, charge and spin at 3.0 kcal/mol. As for the HOMO-LUMO gap: 7.1 eV. Its net charge is +3. The spin multiplicity is 1.

***

Entry 2:
A molecular structure, C22H22ClCrN2OS3. Source: the Open Molecules 2025 dataset; level of theory: wB97M-V/def2-TZVPD.

Geometry as XYZ:
```
52
Properties=species:S:1:pos:R:3:forces:R:3
Cr 0.053703 -0.024889 0.517493 0.583 -0.007 0.931
C 1.045579 -1.935627 3.203750 0.007 0.082 0.070
C 1.644864 -0.634064 3.716162 0.021 -0.120 0.032
S 1.846367 0.587169 2.384972 -0.130 0.220 -0.179
C 1.130076 2.103729 3.068027 0.008 0.032 0.069
C -0.311992 1.981952 3.522547 0.009 0.050 0.004
S -1.435865 1.368455 2.226223 -0.246 -0.083 -0.188
C -2.413318 0.169968 3.157570 0.021 -0.059 0.107
C -1.615331 -1.024020 3.665278 -0.050 0.034 -0.042
S -0.554205 -1.739154 2.370913 0.169 -0.286 -0.097
H 1.690608 -2.398753 2.453995 -0.014 0.005 -0.015
H 0.929630 -2.656673 4.013408 -0.011 0.025 0.020
H 1.048895 -0.200403 4.516449 -0.022 0.019 -0.031
H 2.629327 -0.841206 4.136247 0.024 0.042 -0.038
H 1.749046 2.454140 3.894663 0.020 -0.030 -0.007
H 1.231604 2.831636 2.260385 0.007 -0.021 -0.019
H -0.403650 1.335257 4.393176 -0.005 -0.019 -0.019
H -0.671628 2.966982 3.820954 -0.021 -0.005 -0.022
H -2.894567 0.676386 3.995112 -0.012 0.009 -0.017
H -3.209909 -0.143145 2.481601 0.037 0.010 -0.044
H -0.999148 -0.766803 4.524456 0.042 0.019 -0.039
H -2.295993 -1.813385 3.983011 0.011 0.003 0.017
Cl 3.795206 5.587828 -1.992362 -0.004 -0.003 0.002
C 2.666217 4.382323 -1.505995 0.079 -0.017 -0.025
C 1.343015 4.749475 -1.222988 -0.030 -0.032 0.012
C 0.414055 3.810021 -0.834669 0.115 0.019 -0.034
C 0.789996 2.468600 -0.701377 -0.055 0.066 0.056
O -0.129546 1.584371 -0.331009 0.021 0.061 -0.228
C 2.119350 2.096672 -0.990956 0.033 -0.012 0.015
C 2.486466 0.722025 -1.019601 -0.126 0.067 0.025
N 1.769529 -0.232047 -0.515871 0.066 -0.039 0.052
C 2.060855 -1.586582 -0.804545 -0.078 -0.175 -0.101
C 3.280192 -2.155942 -1.048907 -0.050 -0.047 0.026
C 3.342983 -3.510161 -1.449167 0.010 0.008 0.004
C 2.209835 -4.254219 -1.626340 -0.003 -0.001 -0.004
C 0.937629 -3.687092 -1.368816 0.032 0.023 0.008
C -0.293926 -4.353131 -1.560967 -0.029 0.001 0.003
C -1.468047 -3.700572 -1.294970 0.019 0.074 0.062
C -1.423407 -2.396198 -0.779693 -0.019 -0.093 -0.043
N -0.291990 -1.745906 -0.585051 -0.373 0.253 -0.336
C 0.885546 -2.359509 -0.917457 0.018 -0.098 0.043
C 3.048490 3.069902 -1.414691 -0.055 0.063 0.007
H 1.054947 5.787141 -1.324950 -0.005 0.009 0.000
H -0.611489 4.092387 -0.641987 -0.021 -0.029 0.009
H 3.396440 0.454516 -1.552816 0.000 -0.007 -0.011
H 4.197523 -1.590368 -0.950043 -0.006 0.031 0.007
H 4.312544 -3.949468 -1.637502 -0.001 -0.015 -0.005
H 2.272387 -5.279207 -1.966697 -0.003 -0.006 0.000
H -0.299743 -5.372275 -1.926511 0.006 -0.005 -0.007
H -2.427405 -4.172109 -1.448430 0.003 -0.017 -0.002
H -2.337953 -1.884983 -0.503004 -0.003 0.009 -0.033
H 4.060808 2.780757 -1.665422 0.010 -0.007 0.004
```
Positions in Å, forces in eV/Å.

The calculation puts the energy above the lowest of the compared OMol25 structures with the same formula, charge and spin at 0.0 kcal/mol. As for the HOMO-LUMO gap (alpha / beta): 6.7 / 7.1 eV. Its net charge is +2. The spin multiplicity is 4.

***

Entry 3:
A molecular structure, C22H22ClN4ReSbSe4. Source: the Open Molecules 2025 dataset; level of theory: wB97M-V/def2-TZVPD.

Geometry as XYZ:
```
55
Properties=species:S:1:pos:R:3:forces:R:3
Re 0.333023 0.154472 0.221903 0.059 0.022 -0.068
Se -3.053739 -3.972350 0.924909 0.038 -0.105 0.006
Sb -4.041372 -2.039470 -0.009743 0.007 0.064 0.086
Se -1.676944 0.683412 -1.224918 0.154 -0.014 0.209
Se -2.067855 0.378008 1.050936 -0.078 -0.096 -0.219
Se -3.007836 -1.726210 -2.264656 0.028 0.022 -0.041
Cl 2.469060 4.974156 -1.870343 0.002 -0.003 -0.001
C 1.541603 4.275450 -0.594220 -0.015 0.004 -0.001
C 1.110569 5.039324 0.474951 -0.004 -0.009 -0.001
C 0.379806 4.404810 1.463939 0.007 -0.001 0.002
C 0.132140 3.049448 1.364274 -0.003 0.004 0.014
N 0.552951 2.316773 0.325308 0.076 0.045 0.003
C 1.231287 2.930501 -0.650515 0.013 0.008 -0.003
H 1.341651 6.094187 0.524762 0.002 -0.001 0.000
H 0.013083 4.950356 2.321458 0.001 0.001 -0.001
H -0.417995 2.519883 2.128026 -0.004 0.003 -0.008
H 1.551875 2.322464 -1.485407 -0.010 0.003 0.000
C -0.261308 -5.039143 -1.610151 -0.055 -0.032 -0.038
C 0.191243 -3.988399 -0.664247 0.078 0.009 0.050
C 0.932335 -4.066645 0.504284 -0.001 0.062 -0.032
C 0.962845 -2.771201 1.019825 0.096 -0.085 -0.024
N 0.298315 -1.947086 0.202048 -0.028 0.137 0.009
N -0.146385 -2.707523 -0.820845 -0.163 0.010 -0.060
C 1.611453 -2.272235 2.264471 -0.049 -0.015 0.022
H 0.331948 -5.941603 -1.480579 -0.001 -0.009 0.000
H -0.175264 -4.704907 -2.644310 0.004 0.005 0.019
H -1.309510 -5.272005 -1.412924 0.000 -0.010 -0.002
H 1.379924 -4.948873 0.927944 -0.025 -0.004 0.022
H -0.884436 -2.342481 -1.435299 0.056 -0.025 0.031
H 1.804729 -3.102444 2.941659 -0.004 0.006 0.007
H 0.957139 -1.560135 2.773451 0.021 -0.009 0.010
H 2.558569 -1.775302 2.049226 0.004 0.009 -0.022
C 4.829302 2.997513 1.709281 -0.006 -0.001 0.011
C 5.006844 2.611332 0.385923 0.004 0.007 -0.017
C 4.204947 1.631203 -0.173437 0.020 -0.009 0.010
C 3.206411 1.018831 0.586558 0.036 0.025 0.009
C 3.053890 1.387003 1.920747 -0.020 0.017 -0.032
C 3.851124 2.379575 2.473918 0.004 0.001 0.005
N 2.324059 0.073390 0.004477 -0.233 0.001 0.033
C 2.950937 -0.934043 -0.780798 0.052 0.017 -0.015
C 2.428161 -1.279513 -2.023615 -0.026 -0.013 0.041
C 2.996519 -2.304676 -2.765027 -0.017 -0.020 -0.025
C 4.111097 -2.976994 -2.289276 0.030 -0.003 -0.001
C 4.658016 -2.613075 -1.064695 -0.003 -0.004 -0.007
C 4.085826 -1.600225 -0.314462 -0.027 -0.013 -0.004
H 5.456960 3.765184 2.142143 -0.003 0.001 0.000
H 5.768911 3.085458 -0.219492 0.000 0.001 0.004
H 4.337352 1.339433 -1.208455 -0.005 -0.001 0.001
H 2.300738 0.883988 2.517686 -0.004 -0.003 0.011
H 3.715192 2.658509 3.511342 0.000 0.000 -0.003
H 1.570397 -0.735624 -2.405383 -0.008 0.003 0.006
H 2.571355 -2.566767 -3.725781 0.002 0.001 0.004
H 4.560325 -3.769745 -2.872734 -0.005 -0.003 0.004
H 5.533795 -3.126402 -0.688535 0.000 0.000 0.001
H 4.512736 -1.319584 0.640998 0.003 0.002 -0.005
```
Positions in Å, forces in eV/Å.

The calculation puts the energy above the lowest of the compared OMol25 structures with the same formula, charge and spin at 0.0 kcal/mol. As for the HOMO-LUMO gap (alpha / beta): 5.9 / 5.8 eV. The spin multiplicity is 4.

***

| no. | maximum force (eV/A) |
| --- | --- |
| 1 | 0.40 |
| 2 | 1.10 |
| 3 | 0.26 |